15
Properties=species:S:1:pos:R:3:forces:R:3 method="wB97M-V/def2-TZVPD" energy_ha=-287.822876 smiles="CC(C)C(N)=O" homo_lumo_gap_ha=0.3944
C 0.735 1.469 -0.538 -0.049 0.185 0.085
C 0.427 0.052 -0.029 0.198 0.349 -0.020
C 0.246 0.073 1.503 -0.156 -0.051 -0.033
C -0.788 -0.500 -0.848 0.100 -0.105 0.045
N -1.101 -1.818 -0.643 0.055 0.141 0.035
O -1.402 0.176 -1.657 0.211 -0.442 0.483
H 0.543 2.231 0.227 0.051 -0.198 -0.013
H 0.035 1.658 -1.344 0.194 0.301 -0.256
H 1.764 1.608 -0.886 -0.219 -0.178 0.058
H 1.296 -0.587 -0.243 -0.314 -0.092 -0.095
H 0.077 -0.923 1.925 -0.061 0.145 -0.017
H 1.130 0.505 2.002 -0.178 -0.248 -0.376
H -0.589 0.729 1.771 -0.043 -0.209 -0.034
H -0.574 -2.405 -0.026 0.144 0.083 0.080
H -1.798 -2.270 -1.217 0.066 0.318 0.057



43
Properties=species:S:1:pos:R:3:forces:R:3 method="wB97M-V/def2-TZVPD" energy_ha=-6101.864771 smiles=N#Cc1c(NCCCNCc2cc(Br)cc(Br)c2)[nH]c2ccccc12 homo_lumo_gap_ha=0.2926
N 4.502 2.702 -0.025 -2.711 -1.108 -1.665
C 3.574 2.296 -0.637 2.068 0.690 1.311
C 2.485 1.758 -1.397 0.735 0.363 0.253
C 1.596 0.800 -0.955 0.058 0.040 1.175
N 1.588 0.222 0.323 -0.714 0.200 -1.761
C 0.433 -0.518 0.866 0.390 0.789 0.081
C 0.844 -1.920 1.267 -1.093 -0.690 -0.480
C -0.364 -2.691 1.859 0.353 -0.316 0.126
N -0.697 -2.169 3.172 0.595 -0.562 0.992
C -1.548 -2.993 4.045 0.144 0.445 -1.156
C -3.005 -2.852 3.688 -1.363 -0.098 -0.007
C -3.931 -3.900 3.868 0.711 0.105 0.034
C -5.276 -3.728 3.604 -0.139 0.086 0.205
Br -6.467 -5.282 3.871 0.765 1.398 -0.237
C -5.738 -2.468 3.194 0.156 -0.748 -0.150
C -4.829 -1.451 2.920 -0.151 -0.658 0.626
Br -5.522 0.199 2.268 0.328 -0.261 0.137
C -3.477 -1.640 3.197 -0.127 0.507 -0.290
N 0.698 0.557 -1.981 -0.911 -1.893 2.042
C 1.008 1.320 -3.065 0.352 0.601 -1.368
C 0.413 1.387 -4.313 -0.024 0.653 -0.738
C 0.919 2.313 -5.245 -0.011 -0.386 0.533
C 2.017 3.122 -4.932 0.649 -0.119 0.736
C 2.644 3.031 -3.673 -0.617 -0.227 -0.420
C 2.131 2.095 -2.754 0.485 0.887 -0.095
H 2.303 0.575 0.958 -0.499 -0.159 -0.337
H 0.067 0.047 1.743 -0.011 -0.232 -0.290
H -0.411 -0.547 0.139 0.684 0.100 0.345
H 1.595 -1.870 2.056 0.234 -0.122 -0.274
H 1.207 -2.439 0.344 -0.031 0.297 0.888
H -1.234 -2.677 1.184 0.138 -0.011 -0.217
H -0.067 -3.749 1.984 -0.176 0.416 -0.037
H -1.039 -1.228 3.139 0.094 0.233 -0.044
H -1.256 -4.028 3.901 0.149 -0.195 0.181
H -1.404 -2.725 5.093 0.127 0.036 -0.040
H -3.557 -4.845 4.234 -0.080 -0.147 -0.017
H -6.781 -2.300 3.071 -0.612 0.065 -0.219
H -2.797 -0.807 3.027 -0.281 -0.165 0.011
H -0.060 -0.145 -1.929 0.960 0.914 -0.179
H -0.438 0.771 -4.578 -0.011 -0.007 0.072
H 0.455 2.413 -6.222 0.029 -0.142 0.140
H 2.449 3.794 -5.676 -0.347 -0.119 0.224
H 3.474 3.699 -3.413 -0.295 -0.460 -0.091



39
Properties=species:S:1:pos:R:3:forces:R:3 method="wB97M-V/def2-TZVPD" energy_ha=-11152.975633 spin_multiplicity=6 s2=8.772 homo_lumo_gap_ha="0.1503 / 0.1513"
Sm -0.537 -1.318 -1.042 -1.192 -2.219 -1.172
C -1.048 -0.861 1.928 -0.398 0.102 1.948
C -1.770 0.408 1.466 1.238 0.487 -0.707
N -2.160 0.240 0.015 0.065 2.213 0.043
C -2.250 1.536 -0.783 -0.918 0.281 0.701
C -0.910 2.145 -1.047 0.940 -0.625 -0.040
C -0.649 3.513 -0.920 0.030 0.022 0.433
C 0.656 3.959 -1.014 0.696 -1.312 -1.623
C 1.666 3.016 -1.369 -1.299 0.051 1.320
C 1.379 1.650 -1.355 -2.937 1.262 -1.814
C 2.399 0.618 -1.610 1.258 -0.754 0.438
N 1.944 -0.729 -1.151 1.350 0.144 0.626
C 2.422 -1.087 0.288 -0.426 0.488 -1.498
C 1.405 -0.606 1.296 -0.608 0.103 0.952
N 0.104 -1.318 1.180 0.931 0.093 -0.860
N 0.043 1.241 -1.352 1.734 0.739 1.294
H -0.707 -0.713 2.968 -0.401 0.071 -0.077
H -1.734 -1.752 1.995 0.446 0.876 -0.175
H -2.644 0.497 2.091 -0.426 0.138 0.150
H -1.182 1.373 1.609 -0.448 -1.235 -0.327
H -3.097 -0.136 0.048 -0.185 -0.572 -0.358
H -2.713 1.300 -1.757 -0.118 0.015 0.441
H -2.851 2.344 -0.270 0.215 -1.063 -0.458
H -1.447 4.229 -0.729 0.067 -0.338 0.116
H 0.904 5.011 -0.994 -0.050 0.016 0.183
H 2.651 3.364 -1.576 0.717 0.106 0.137
H 2.757 0.558 -2.675 -0.663 0.174 0.883
H 3.282 0.938 -1.011 -0.223 -0.322 -0.468
H 2.461 -1.384 -1.731 -0.291 -0.232 -0.036
H 2.542 -2.182 0.223 0.004 0.454 0.600
H 3.356 -0.537 0.496 -0.096 -0.546 -0.159
H 1.779 -0.773 2.311 0.205 0.040 0.007
H 1.285 0.496 1.198 -0.200 -0.594 -0.035
H 0.229 -2.315 1.468 -0.074 0.064 0.172
Se -0.997 -4.148 2.831 0.083 0.331 -1.575
Sb -1.518 -4.587 0.341 -1.041 -1.737 1.659
Se -3.184 -2.884 -0.675 1.322 0.476 0.014
Se 0.510 -4.121 -1.062 0.122 1.151 -0.290
Se -2.380 -6.985 0.371 0.573 1.652 -0.443



9
Properties=species:S:1:pos:R:3:forces:R:3 method="wB97M-V/def2-TZVPD" energy_ha=-263.199894 total_charge=+1 homo_lumo_gap_ha="0.2829 / 0.2832"
C -0.250 -1.773 -0.465 0.318 2.157 0.730
C -0.590 0.102 -0.978 -0.099 -5.209 0.378
C 0.141 0.000 0.288 -1.994 0.326 -2.170
C 0.493 0.999 1.109 0.672 3.166 -2.287
N -0.906 -1.521 -1.522 1.779 3.352 2.658
N 0.349 -1.337 0.581 -0.691 -2.402 -1.252
H -0.937 0.727 -1.732 -0.549 1.440 -1.014
H 1.182 0.659 1.776 1.440 -0.691 2.854
H 0.520 2.144 0.943 -0.876 -2.140 0.104